(1)
Here is the molecule C5H7N3O in a non-equilibrium geometry from OMol25. Energies are from the ωB97M-V functional and the def2-TZVPD basis.

Each line ends with the Mulliken charge.
Cartesian coordinates (Å):
1 C 0.099 -0.518 0.473  0.031
2 C 0.885 0.612 0.156  0.357
3 C -1.091 -0.583 -0.290  0.888
4 N 1.734 0.679 -0.924  -0.486
5 N 1.250 1.473 1.187  -0.648
6 C -1.952 -1.585 -0.530  -1.090
7 O 0.217 -1.141 1.692  -0.507
8 C -1.110 0.802 -1.015  -0.024
9 N -1.471 1.555 -1.830  -0.505
10 H -0.315 -1.950 1.681  0.324
11 H 2.621 1.113 -0.697  0.277
12 H 1.862 -0.194 -1.420  0.266
13 H 1.226 2.437 0.869  0.272
14 H 0.643 1.330 1.992  0.290
15 H -1.743 -2.605 -0.228  0.259
16 H -2.853 -1.424 -1.114  0.295

The spin multiplicity is 1. Its total energy is -434.093657 hartree. Its structure (SMILES) is C=C(C#N)C(O)=C(N)N. The calculation puts the HOMO energy at -6.7 eV. As for the molecular weight: 125.13 g/mol. The calculation puts the energy above the lowest of the compared OMol25 structures with the same formula, charge and spin at 395.5 kJ/mol.

(2)
Here is a structure of composition C5H7N3O in a non-equilibrium geometry from OMol25. Energies are from the ωB97M-V functional and the def2-TZVPD basis.

Each line ends with the Mulliken charge.
Cartesian coordinates (Å):
1 C -0.267 1.905 0.585  -0.905
2 N -0.212 0.786 -0.355  0.250
3 C 1.383 -0.291 -0.191  0.532
4 C 0.507 -1.331 0.216  0.579
5 N -0.808 1.156 -1.600  -0.764
6 C 0.883 -2.482 0.785  -0.948
7 C -0.919 -0.776 0.171  0.171
8 O 2.475 0.131 -0.280  -0.417
9 N -2.029 -1.205 0.154  -0.685
10 H -0.409 0.570 -2.330  0.249
11 H -1.805 0.937 -1.561  0.290
12 H 0.135 1.579 1.548  0.340
13 H 0.340 2.725 0.200  0.332
14 H -1.298 2.249 0.724  0.295
15 H 0.100 -3.197 1.030  0.363
16 H 1.925 -2.755 0.906  0.318

The spin multiplicity is 1. Its total energy is -434.052319 hartree. The calculation puts the HOMO energy (spin up / spin down) at -7.8 / -7.8 eV. As for the molecular weight: 125.13 g/mol. The calculation puts the energy above the lowest of the compared OMol25 structures with the same formula, charge and spin at 504.1 kJ/mol.

(3)
Here is the molecule C5H7N3O2S in a non-equilibrium geometry from OMol25. Energies are from the ωB97M-V functional and the def2-TZVPD basis.

Each line ends with the Mulliken charge.
Cartesian coordinates (Å):
1 C 2.709 -0.735 0.758  -1.014
2 C 1.883 -0.714 -0.503  -0.206
3 C 0.352 0.948 -0.140  0.459
4 C -2.076 0.637 -0.244  0.212
5 C -2.367 -0.660 -0.475  -0.033
6 H 2.084 -1.157 1.706  0.250
7 H 3.350 0.267 1.213  0.234
8 H 3.541 -1.466 0.550  0.343
9 H 1.895 -1.851 -0.738  0.315
10 H 2.409 -0.017 -1.178  0.296
11 H -1.222 2.344 0.114  0.368
12 H -1.712 -1.499 -1.055  0.264
13 N -0.966 1.336 -0.396  -0.199
14 N -4.322 0.706 0.478  -0.248
15 N -3.271 1.364 0.188  -0.321
16 O 0.527 -0.438 -0.233  -0.245
17 O 1.249 1.812 -0.075  -0.585
18 S -4.064 -0.877 0.030  0.109

The spin multiplicity is 1. Its total energy is -907.561117 hartree. Its structure (SMILES) is CCOC(=O)Nc1csnn1. The calculation puts the HOMO energy at -9.2 eV. As for the molecular weight: 173.20 g/mol. The calculation puts the energy above the lowest of the compared OMol25 structures with the same formula, charge and spin at 370.3 kJ/mol.

(4)
Here is the ion C5H7N4 with charge +1 in a non-equilibrium geometry from OMol25. Energies are from the ωB97M-V functional and the def2-TZVPD basis.

Each line ends with the Mulliken charge.
Cartesian coordinates (Å):
1 C 1.988 -0.619 1.972  -0.292
2 C 1.014 -1.045 2.919  -0.114
3 C 0.081 -0.708 1.014  0.294
4 C 1.189 0.139 -1.867  -0.305
5 C -0.245 0.167 -2.359  -0.354
6 N 1.386 -0.525 0.822  -0.269
7 N -0.009 0.051 -1.004  0.582
8 N -0.183 -0.892 2.312  -0.014
9 N -0.647 -0.384 -0.004  -0.625
10 H 3.028 -0.319 2.127  0.382
11 H 1.065 -1.370 3.963  0.388
12 H 1.689 -0.741 -2.062  0.243
13 H 1.779 1.015 -1.958  0.260
14 H -1.011 -0.393 -2.817  0.334
15 H -0.582 1.235 -2.564  0.250
16 H -1.084 -1.079 2.721  0.241

The spin multiplicity is 1. Its total energy is -413.349617 hartree. Its net charge is +1. Its structure (SMILES) is C1=N/C(=N\N2CC2)[NH+]=C1. The calculation puts the HOMO energy (spin up / spin down) at -13.4 / -13.4 eV. As for the molecular weight: 123.14 g/mol. The calculation puts the energy above the lowest of the compared OMol25 structures with the same formula, charge and spin at 304.0 kJ/mol.

(5)
Here is the ion C5H7N4 with charge +1 in a non-equilibrium geometry from OMol25. Energies are from the ωB97M-V functional and the def2-TZVPD basis.

Each line ends with the Mulliken charge.
Cartesian coordinates (Å):
1 C -0.029 -1.427 -1.024  -0.026
2 C 1.689 0.429 0.011  0.091
3 C -1.386 0.220 0.691  -0.500
4 C -0.713 0.638 -0.597  -0.076
5 C -0.266 -0.604 1.216  -0.069
6 N -0.659 -0.450 -1.480  -0.444
7 N 0.358 -1.335 0.346  0.320
8 N 1.673 -0.837 0.342  -0.726
9 N 0.637 1.161 -0.377  -0.250
10 H 0.301 -2.311 -1.665  0.353
11 H 2.758 0.723 0.023  0.449
12 H -1.571 1.047 1.424  0.370
13 H -2.340 -0.182 0.505  0.341
14 H -1.127 1.524 -1.040  0.507
15 H -0.203 -0.711 2.274  0.402
16 H 0.879 2.115 -0.650  0.256

The spin multiplicity is 1. Its total energy is -413.344108 hartree. Its net charge is +1. Its structure (SMILES) is C1=N[C@H]2CC=[N+]1N=CN2. The calculation puts the HOMO energy (spin up / spin down) at -14.5 / -14.5 eV. As for the molecular weight: 123.14 g/mol. The calculation puts the energy above the lowest of the compared OMol25 structures with the same formula, charge and spin at 318.4 kJ/mol.

(6)
Here is the ion C5H7N4O with charge -1 in a non-equilibrium geometry from OMol25. Energies are from the ωB97M-V functional and the def2-TZVPD basis.

Each line ends with the Mulliken charge.
Cartesian coordinates (Å):
1 C 1.806 1.184 -0.483  0.471
2 C -1.320 0.014 1.296  -0.746
3 C -1.442 0.869 0.065  -0.629
4 C -0.416 -0.218 0.132  0.857
5 C -0.581 -1.431 -0.900  -1.341
6 N 3.051 0.785 -0.315  -0.451
7 N 3.001 -0.376 0.294  -0.543
8 N 1.837 -0.757 0.623  -0.373
9 N 0.968 0.183 0.161  0.568
10 O 1.359 2.174 -1.124  -0.748
11 H -0.934 0.487 2.199  0.248
12 H -1.865 -0.894 1.647  0.235
13 H -2.273 0.789 -0.745  0.213
14 H -1.130 1.926 0.279  0.203
15 H -1.701 -1.625 -0.893  0.270
16 H 0.087 -2.167 -0.387  0.452
17 H -0.446 -0.943 -1.848  0.315

The spin multiplicity is 1. Its total energy is -488.953420 hartree. Its net charge is -1. Its structure (SMILES) is CC1(n2nnnc2[O-])CC1. The calculation puts the HOMO energy at -3.6 eV. As for the molecular weight: 139.14 g/mol. The calculation puts the energy above the lowest of the compared OMol25 structures with the same formula, charge and spin at 0.0 kJ/mol.

(7)
Here is a cluster of 2 separate species, C5H7N4O in total in a non-equilibrium geometry from OMol25. Energies are from the ωB97M-V functional and the def2-TZVPD basis.

Each line ends with the Mulliken charge.
Cartesian coordinates (Å):
1 C -0.583 -1.866 -2.488  -0.238
2 C 0.670 -1.296 -2.170  -0.064
3 C -1.563 -1.772 -1.554  -0.100
4 C -0.162 -0.676 -0.283  0.657
5 C 1.106 1.178 1.869  0.150
6 N 0.869 -0.638 -1.057  -0.313
7 N -1.324 -1.132 -0.324  -0.303
8 N 0.065 0.495 2.316  -0.361
9 N 1.241 2.511 1.597  -0.327
10 O -1.012 1.429 2.348  -0.405
11 H -0.752 -2.335 -3.507  0.339
12 H 1.543 -1.377 -2.881  0.380
13 H -2.697 -2.067 -1.731  0.350
14 H 1.942 0.484 1.730  0.426
15 H 2.067 3.023 1.441  0.213
16 H 0.382 2.941 1.862  0.257
17 H -1.793 1.097 2.832  0.339

The spin multiplicity is 1. Its total energy is -488.563012 hartree. Its net charge is +1. The calculation puts the HOMO energy (spin up / spin down) at -12.8 / -12.9 eV. As for the molecular weight: 139.14 g/mol. The calculation puts the energy above the lowest of the compared OMol25 structures with the same formula, charge and spin at 495.7 kJ/mol.

(8)
Here is a structure of composition C5H7N4O3 in a non-equilibrium geometry from OMol25. Energies are from the ωB97M-V functional and the def2-TZVPD basis.

Each line ends with the Mulliken charge.
Cartesian coordinates (Å):
1 C -2.234 0.737 0.074  0.294
2 C -0.027 -1.256 -0.014  0.287
3 C 2.185 0.592 0.121  0.463
4 C -2.399 -0.718 0.381  -0.282
5 C 0.249 0.391 -0.079  0.731
6 N -1.325 -1.633 0.079  -0.146
7 N -0.880 1.145 -0.223  -0.170
8 N 1.382 0.652 -0.964  -0.373
9 N 3.497 0.674 0.260  -0.331
10 O -3.174 1.456 0.118  -0.476
11 O 0.962 -1.935 -0.191  -0.590
12 O 1.215 0.517 1.077  -0.400
13 H -2.517 -0.964 1.500  0.264
14 H -3.355 -1.175 -0.224  0.294
15 H -1.716 -2.545 -0.056  0.263
16 H -0.925 2.085 -0.572  0.257
17 H 1.515 0.207 -1.870  0.316
18 H 3.830 0.934 -0.634  0.285
19 H 3.719 0.838 1.217  0.315

The spin multiplicity is 1. Its total energy is -639.210661 hartree. Its net charge is +1. The calculation puts the HOMO energy at -13.9 eV. As for the molecular weight: 171.14 g/mol. The calculation puts the energy above the lowest of the compared OMol25 structures with the same formula, charge and spin at 0.0 kJ/mol.

- Which of these has the lowest total energy?
  C5H7N3O2S